Density functional theory data (ωB97M-V/def2-TZVPD) for a cluster of 6 separate species, C16H44O6 in total in a non-equilibrium geometry.

XYZ file:
```
66
Properties=species:S:1:pos:R:3:forces:R:3:lowdin_charge:R:1
C -0.790 -0.659 1.892 0.808 1.594 0.158 -0.170
O -2.097 -0.290 1.489 -0.592 -0.865 -0.297 -0.127
H -0.737 -1.683 2.287 -0.446 0.368 -0.330 0.085
H -0.491 0.046 2.689 0.129 -0.498 0.060 0.075
H -0.009 -0.525 1.100 -0.750 -0.371 0.300 0.051
H -2.200 0.630 1.202 0.636 -0.625 0.345 0.022
C 1.402 2.268 1.588 1.435 0.084 2.232 -0.016
C 1.017 3.491 2.394 -1.867 -8.155 7.655 -0.708
C 1.918 3.708 3.591 0.611 -1.577 0.425 -0.025
O 1.055 4.475 1.702 1.128 11.042 -8.173 0.059
H 0.988 2.280 0.640 -0.584 0.431 -2.218 0.036
H 1.079 1.339 1.985 0.082 -0.859 0.815 0.049
H 2.486 2.372 1.603 0.200 -0.678 -0.688 0.102
H -0.039 3.453 2.747 0.102 -1.285 0.800 0.122
H 2.937 4.039 3.305 -0.478 -0.494 -0.091 0.099
H 1.910 2.720 4.058 0.710 0.052 0.394 0.084
H 1.591 4.382 4.356 -0.664 0.647 0.079 0.069
H 0.687 4.210 0.872 -0.379 0.844 -1.265 0.104
C 2.112 -2.950 0.782 -2.448 -0.093 -0.816 -0.030
C 3.188 -3.177 -0.231 -6.569 -7.435 -0.753 -0.684
C 2.762 -3.225 -1.703 -1.000 -0.516 -1.032 -0.029
O 4.175 -2.459 -0.034 7.647 6.618 0.099 0.056
H 2.442 -3.147 1.805 -0.032 -0.194 -0.246 0.091
H 1.267 -3.625 0.435 0.708 0.760 1.080 0.073
H 1.743 -1.914 0.740 0.022 -0.131 0.003 0.067
H 3.459 -4.218 -0.004 0.180 -0.544 -0.165 0.139
H 2.275 -4.157 -2.056 0.182 0.265 0.743 0.084
H 3.617 -3.164 -2.389 0.172 0.250 0.364 0.089
H 2.029 -2.465 -1.996 0.275 0.323 0.186 0.053
H 4.193 -1.928 -0.839 1.149 0.739 0.534 0.114
C -1.887 2.519 0.219 0.012 -0.776 0.209 -0.043
C -3.040 3.105 1.004 3.097 -4.879 4.666 -0.629
C -2.732 3.557 2.432 0.861 0.937 0.226 -0.021
O -3.628 4.035 0.415 -4.540 6.857 -5.396 0.042
H -2.212 1.750 -0.481 -0.222 -0.095 -0.025 0.078
H -1.180 2.069 0.885 0.647 -0.285 0.346 0.043
H -1.369 3.224 -0.379 0.504 1.111 -0.424 0.086
H -3.774 2.338 1.121 -0.328 -1.658 0.631 0.134
H -2.185 2.792 2.925 0.552 -0.764 0.615 0.054
H -3.610 3.746 3.033 -0.612 -0.165 -0.220 0.080
H -2.146 4.500 2.563 -0.177 -0.640 -0.731 0.101
H -4.134 3.651 -0.318 0.061 0.752 0.042 0.138
C -1.009 1.607 -3.387 -0.377 0.187 -0.915 -0.023
C 0.304 1.062 -2.884 -2.701 4.144 7.162 -0.685
C 0.121 0.067 -1.762 -0.632 0.736 1.882 -0.025
O 0.969 0.589 -3.822 5.528 -4.980 -7.977 0.017
H -0.808 2.425 -4.097 -0.082 -0.179 0.255 0.087
H -1.728 1.988 -2.626 0.630 -0.634 -0.511 0.074
H -1.392 0.773 -4.011 -0.482 0.475 0.471 0.098
H 0.964 1.880 -2.542 -0.816 0.726 1.214 0.143
H -0.714 -0.584 -1.952 -0.330 -0.609 -0.303 0.067
H -0.152 0.566 -0.794 0.320 -0.288 -0.818 0.066
H 1.018 -0.520 -1.569 0.101 -0.027 -0.080 0.067
H 1.840 0.231 -3.524 -1.152 0.462 -0.476 0.147
C -1.610 -3.216 -0.349 -0.059 0.008 0.724 -0.030
C -0.802 -3.697 -1.544 4.794 -0.778 7.775 -0.692
C -0.331 -5.133 -1.379 -0.135 -0.103 1.632 -0.034
O -1.393 -3.589 -2.629 -4.815 0.834 -8.624 0.052
H -2.512 -3.816 -0.208 -0.222 0.181 -0.279 0.087
H -1.854 -2.139 -0.473 -0.030 -0.673 0.265 0.076
H -1.042 -3.370 0.579 -0.011 0.342 -0.190 0.067
H 0.063 -3.054 -1.540 0.988 0.336 0.263 0.091
H 0.221 -5.517 -2.217 -0.020 -0.032 -0.638 0.070
H -1.271 -5.671 -1.228 0.314 -0.597 -0.076 0.088
H 0.329 -5.278 -0.491 -0.674 0.137 -0.449 0.082
H -1.275 -2.708 -2.976 -0.358 0.240 -0.447 0.114
```
Forces are in eV/Å.

## Properties
- Multiplicity: 1
- Kohn-Sham gap: 9.8 eV
- HOMO level: -9.578 eV

Density functional theory data (ωB97M-V/def2-TZVPD) for a cluster of 7 separate species, C16H45INO9S6 in total in a non-equilibrium geometry.

XYZ file:
```
78
Properties=species:S:1:pos:R:3:forces:R:3:lowdin_charge:R:1
O -3.185 -0.847 0.656 -1.266 -1.001 -2.195 -0.197
C -3.169 0.186 -0.430 -1.435 0.524 0.634 -0.179
C -3.409 1.643 0.321 1.231 0.388 -1.530 -0.176
O -4.807 2.099 0.319 1.040 -2.238 1.464 -0.213
C -5.685 1.224 1.110 -1.789 -0.176 0.023 -0.215
O -7.081 1.717 0.862 1.949 -2.214 0.761 -0.274
C -7.898 0.669 0.226 -1.593 0.365 -2.150 -0.529
N -7.675 0.501 -1.262 0.474 -0.767 2.360 -0.677
I -7.231 2.284 -2.198 -0.386 0.015 0.028 0.386
H -3.819 -1.568 0.304 1.559 1.762 1.002 0.107
H -2.165 0.129 -1.033 -2.032 0.258 1.264 0.085
H -4.127 -0.016 -1.101 2.128 0.671 1.109 0.140
H -2.804 2.435 -0.338 -1.503 -1.607 1.491 0.127
H -2.900 1.649 1.379 -1.141 -0.258 -1.788 0.130
H -5.668 0.093 0.806 0.330 2.205 0.264 0.118
H -5.500 1.263 2.274 -0.002 0.295 -2.240 0.133
H -7.798 -0.395 0.727 0.105 1.943 -0.871 0.104
H -9.034 1.003 0.373 2.160 -0.219 0.378 0.087
C -3.945 -1.715 5.758 -0.143 -0.100 0.164 -0.285
S -3.821 -1.454 3.973 -0.572 0.131 -0.562 0.809
O -5.203 -1.174 3.460 0.749 -0.337 0.557 -0.544
C -3.426 -3.171 3.562 -0.071 -0.025 0.069 -0.270
H -4.225 -0.770 6.229 0.033 -0.071 -0.172 0.046
H -4.708 -2.467 5.973 0.019 0.048 -0.069 0.051
H -2.978 -2.040 6.148 -0.019 0.034 -0.074 0.041
H -4.221 -3.832 3.915 -0.058 0.135 0.021 0.056
H -2.475 -3.447 4.024 -0.068 0.078 -0.162 0.022
H -3.338 -3.258 2.476 0.073 0.169 0.194 0.047
C 0.555 -5.123 5.030 -0.078 -0.062 0.104 -0.275
S 0.679 -4.861 3.244 -0.609 0.104 -0.253 0.817
O -0.703 -4.581 2.731 0.847 -0.340 0.418 -0.548
C 1.074 -6.578 2.834 -0.032 -0.132 -0.019 -0.275
H 0.275 -4.177 5.500 0.049 -0.067 -0.178 0.049
H -0.208 -5.874 5.245 0.027 0.057 -0.105 0.057
H 1.522 -5.447 5.419 -0.040 0.050 -0.076 0.049
H 0.279 -7.239 3.186 -0.001 0.120 -0.010 0.057
H 2.025 -6.855 3.296 -0.051 0.082 -0.020 0.049
H 1.162 -6.665 1.748 -0.045 0.143 0.151 0.050
C 1.761 0.494 -1.672 0.042 0.185 0.004 -0.260
S 0.555 0.423 -0.325 -0.214 0.328 -0.019 0.821
O -0.320 1.636 -0.438 0.711 -0.376 0.035 -0.549
C 1.745 0.733 1.003 0.044 0.135 0.055 -0.259
H 1.232 0.362 -2.619 -0.024 -0.060 0.185 0.053
H 2.265 1.463 -1.671 -0.020 -0.052 0.075 0.042
H 2.491 -0.310 -1.551 -0.122 0.035 -0.042 0.029
H 2.251 1.686 0.836 -0.062 -0.026 -0.062 0.015
H 2.475 -0.080 1.035 -0.097 -0.033 -0.049 0.046
H 1.204 0.770 1.952 -0.073 -0.074 -0.195 0.053
C 3.243 4.266 -5.502 0.107 0.071 -0.068 -0.272
S 2.799 2.832 -4.493 0.389 -0.264 0.124 0.786
O 4.008 2.454 -3.690 -0.460 0.273 -0.459 -0.557
C 2.676 1.667 -5.872 -0.010 -0.093 -0.038 -0.257
H 3.409 5.119 -4.840 -0.050 -0.168 0.001 0.041
H 4.157 4.059 -6.063 -0.054 -0.063 0.091 0.056
H 2.425 4.496 -6.189 0.015 -0.055 0.098 0.053
H 3.625 1.623 -6.410 -0.011 0.056 0.129 0.058
H 1.876 1.983 -6.546 0.024 0.042 0.112 0.054
H 2.440 0.678 -5.471 0.087 0.160 0.093 0.042
C 2.654 6.228 1.372 0.171 0.048 0.063 -0.274
S 2.216 4.833 0.308 0.076 -0.305 0.008 0.835
O 3.161 3.711 0.623 -0.183 0.638 -0.119 -0.561
C 2.773 5.596 -1.235 0.134 0.025 -0.084 -0.261
H 2.426 5.961 2.407 -0.028 -0.073 -0.191 0.050
H 3.720 6.447 1.282 -0.057 -0.079 -0.037 0.054
H 2.065 7.103 1.087 -0.011 -0.122 -0.015 0.051
H 3.832 5.856 -1.162 -0.049 -0.076 0.065 0.059
H 2.180 6.492 -1.433 -0.028 -0.096 0.083 0.055
H 2.630 4.881 -2.048 -0.029 -0.026 0.221 0.030
C 5.055 -2.063 -1.736 -0.095 -0.041 0.091 -0.271
S 5.179 -1.801 -3.521 -0.529 0.172 -0.148 0.814
O 3.797 -1.521 -4.034 0.669 -0.300 0.295 -0.561
C 5.574 -3.519 -3.932 -0.069 -0.139 -0.021 -0.277
H 4.775 -1.118 -1.265 0.072 -0.050 -0.186 0.043
H 4.292 -2.815 -1.520 0.020 0.049 -0.110 0.060
H 6.022 -2.388 -1.346 -0.037 0.053 -0.087 0.051
H 4.779 -4.179 -3.579 0.002 0.112 -0.009 0.056
H 6.525 -3.795 -3.470 -0.054 0.089 -0.022 0.049
H 5.662 -3.605 -5.017 -0.036 0.135 0.149 0.048
```
Forces are in eV/Å.

## Properties
- Net charge: -1
- Multiplicity: 1
- Kohn-Sham gap: 3.1 eV
- HOMO level: -1.629 eV

Density functional theory data (ωB97M-V/def2-TZVPD) for a structure of composition C16H45N4O5Ti in a non-equilibrium geometry.

XYZ file:
```
71
Properties=species:S:1:pos:R:3:forces:R:3:lowdin_charge:R:1
Ti -10.473 14.581 8.078 -0.946 -1.346 0.552 0.794
O -12.241 13.155 8.161 -0.429 1.302 0.050 -0.502
H -12.983 12.733 7.685 0.825 0.166 0.216 -0.033
C -15.379 13.477 9.838 0.404 -0.713 1.130 0.006
C -15.538 14.846 9.203 -0.374 2.088 0.633 -0.294
C -15.438 16.066 10.176 -0.549 -0.166 0.804 -0.152
O -16.315 15.916 11.308 -0.036 -0.294 -1.305 -0.173
C -16.260 17.039 12.182 1.720 -0.262 0.534 -0.077
N -14.468 14.933 8.207 -2.700 -1.771 1.353 0.354
H -15.926 12.708 9.292 0.357 0.028 -0.104 0.079
H -15.774 13.490 10.854 -0.483 0.425 0.013 0.116
H -14.341 13.209 10.036 0.081 -0.169 -0.482 0.069
H -16.517 14.838 8.724 0.149 0.430 -0.223 0.145
H -15.667 16.979 9.626 -0.402 0.027 -0.236 0.131
H -14.403 16.223 10.479 0.318 -0.345 0.366 0.110
H -16.805 16.931 13.119 -0.918 -0.364 -0.699 0.101
H -16.420 17.997 11.686 -0.308 -0.087 -0.037 0.097
H -15.250 17.009 12.592 0.482 0.594 -0.121 0.066
H -14.832 14.413 7.421 -0.032 0.487 -2.141 0.078
H -13.650 14.406 8.476 2.539 0.303 0.441 0.060
C -12.293 11.809 4.706 -0.240 -0.756 -0.400 -0.046
C -13.276 12.980 4.798 0.559 0.544 -0.223 -0.409
C -14.583 12.640 5.480 0.531 -1.140 -0.609 -0.225
O -15.389 13.763 5.760 -0.721 -0.082 0.457 -0.203
C -16.696 13.321 6.222 0.801 -0.128 -0.387 -0.051
N -12.549 14.056 5.467 0.148 0.034 -0.342 0.043
H -11.563 12.017 3.924 0.045 0.144 0.166 0.087
H -12.756 10.865 4.419 -0.385 0.031 -0.183 0.082
H -11.749 11.547 5.613 -0.066 0.521 0.316 0.071
H -13.523 13.246 3.770 0.086 0.379 -0.025 0.145
H -14.362 12.038 6.361 -0.148 0.037 0.699 0.104
H -15.067 11.935 4.804 -0.582 0.020 -0.057 0.137
H -16.540 12.729 7.124 -0.220 -0.072 0.237 0.062
H -17.138 12.661 5.476 -0.150 0.140 -0.052 0.101
H -17.340 14.179 6.417 0.216 0.008 -0.138 0.101
H -13.046 14.934 5.518 -0.248 0.025 -0.128 0.072
H -12.382 13.701 6.397 0.264 0.468 0.140 -0.032
C -9.838 13.389 12.817 -0.514 0.671 1.029 -0.043
C -11.030 13.579 11.901 0.636 0.560 0.136 -0.425
C -11.509 15.072 11.916 -0.183 -1.367 1.218 -0.197
O -11.732 15.445 13.252 0.590 0.684 0.825 -0.196
C -12.048 16.838 13.408 0.758 -0.881 -0.462 -0.069
N -10.639 13.220 10.564 -0.256 0.448 -1.961 0.018
H -9.196 14.270 12.783 0.116 -0.002 -0.021 0.086
H -9.209 12.509 12.676 -0.389 -0.128 -0.322 0.086
H -10.294 13.353 13.806 0.553 -0.035 0.304 0.084
H -11.835 12.912 12.210 -0.271 0.203 0.339 0.123
H -12.504 15.138 11.476 0.022 0.166 -1.083 0.103
H -10.741 15.711 11.480 -0.047 0.065 -0.461 0.118
H -12.009 17.081 14.470 -0.895 -0.271 -0.064 0.099
H -12.955 16.999 12.825 -0.439 0.518 0.604 0.063
H -11.288 17.505 13.002 0.359 -0.180 -0.485 0.085
H -11.474 13.156 10.000 -0.480 0.094 -0.262 -0.014
H -10.354 12.252 10.519 0.538 -0.251 0.224 0.079
C -13.184 10.683 10.930 -0.851 0.913 1.275 -0.062
C -13.091 10.001 9.599 1.544 -0.483 1.528 -0.430
C -14.299 10.106 8.735 -0.868 -0.231 0.055 -0.226
O -15.392 9.499 9.376 -0.960 0.172 -0.100 -0.161
C -16.574 9.457 8.584 -0.296 -0.489 0.440 -0.094
N -11.869 10.522 8.979 -0.683 -1.176 -0.248 0.064
H -13.139 11.768 10.844 0.043 0.204 -0.244 0.036
H -12.381 10.429 11.622 0.243 -0.259 -0.363 0.091
H -14.096 10.489 11.495 -0.230 -0.245 -0.233 0.090
H -12.898 8.969 9.893 -0.180 -0.383 -0.580 0.149
H -14.189 9.618 7.767 0.469 0.074 -0.324 0.132
H -14.507 11.167 8.594 -0.106 0.409 -0.360 0.085
H -16.475 8.847 7.686 0.350 -0.091 -0.120 0.090
H -16.997 10.414 8.276 0.480 0.589 0.020 0.067
H -17.371 9.012 9.179 0.252 -0.164 0.177 0.094
H -11.808 9.948 8.150 0.771 0.176 -0.540 0.073
H -12.062 11.471 8.693 0.338 0.184 -0.154 -0.011
```
Forces are in eV/Å.

## Properties
- Net charge: +1
- Multiplicity: 5
- Kohn-Sham gap (alpha / beta): 6.8 / 4.4 eV
- HOMO level (alpha / beta): -9.570 / -11.867 eV

The following E_tot values (in eV) correspond, in order, to the records above: -29583.4096, -110342.3619, -56620.6339.